ORCA calculation (ωB97M-V/def2-TZVPD) on 10 unconnected molecules or ions with the total composition C28H52Cl12N4 at a distorted geometry.

Computed properties:
Energy above the lowest of the compared OMol25 structures with the same formula, charge and spin (kJ/mol): 0.0
SMILES string: CCCC#N.CCCC#N.CCCC#N.CCCC#N.ClCCCl.ClCCCl.ClCCCl.ClCCCl.ClCCCl.ClCCCl
Gap between HOMO and LUMO (Eh): 0.386
LUMO energy (Ha): 0.009
Net charge: 0
Molecular weight (g mol⁻¹): 870.19

CARTESIAN COORDINATES (ANGSTROEM)
C 3.06 -4.46 3.70
C 4.25 -4.04 2.91
C 3.84 -3.24 1.66
C 3.03 -2.08 1.97
N 2.37 -1.16 2.20
H 2.42 -3.60 3.94
H 3.34 -4.98 4.61
H 2.42 -5.12 3.10
H 4.73 -4.93 2.51
H 4.92 -3.42 3.51
H 3.21 -3.87 1.02
H 4.72 -2.92 1.11
C -0.08 -5.81 -0.74
C 0.53 -4.74 -1.63
C -0.18 -3.41 -1.58
C -1.64 -3.49 -1.56
N -2.81 -3.48 -1.57
H 0.46 -6.76 -0.87
H -1.13 -5.99 -0.92
H 0.12 -5.58 0.32
H 0.49 -5.10 -2.66
H 1.60 -4.67 -1.45
H 0.11 -2.84 -2.47
H 0.06 -2.83 -0.68
C -2.56 -0.39 -4.19
C -3.22 -1.36 -5.15
C -2.71 -2.75 -4.98
C -1.27 -2.84 -5.00
N -0.16 -2.91 -4.96
H -2.70 -0.73 -3.16
H -2.90 0.64 -4.32
H -1.47 -0.36 -4.35
H -3.04 -1.01 -6.17
H -4.30 -1.32 -5.02
H -3.18 -3.45 -5.67
H -3.00 -3.11 -3.97
C 3.09 3.71 1.61
C 4.17 2.66 1.38
C 4.70 2.14 2.71
C 5.78 1.18 2.62
N 6.60 0.45 2.50
H 3.61 4.64 1.86
H 2.36 3.56 2.38
H 2.61 3.91 0.64
H 5.00 3.12 0.86
H 3.84 1.79 0.81
H 3.89 1.69 3.30
H 5.06 2.97 3.34
Cl -6.97 -1.18 0.09
C -5.50 -1.66 -0.75
C -4.30 -0.94 -0.26
Cl -3.97 -1.28 1.45
H -5.63 -1.41 -1.80
H -5.32 -2.73 -0.73
H -4.42 0.15 -0.35
H -3.42 -1.18 -0.84
Cl -1.99 5.89 -1.91
C -1.76 4.16 -1.56
C -3.05 3.43 -1.40
Cl -3.98 3.99 0.01
H -1.12 4.03 -0.70
H -1.27 3.73 -2.43
H -2.80 2.38 -1.24
H -3.68 3.55 -2.27
Cl -0.58 -3.26 2.02
C -1.14 -2.44 3.56
C -0.11 -1.39 3.90
Cl -0.59 -0.38 5.30
H -1.07 -3.27 4.26
H -2.11 -2.01 3.41
H -0.02 -0.69 3.07
H 0.87 -1.80 4.10
Cl 1.45 5.52 -1.95
C 2.35 4.50 -3.10
C 2.77 3.21 -2.48
Cl 1.34 2.22 -2.03
H 3.25 5.05 -3.38
H 1.75 4.39 -3.99
H 3.34 3.39 -1.58
H 3.37 2.57 -3.13
Cl -0.92 -0.06 -1.02
C 0.25 0.01 0.35
C 0.12 1.32 1.08
Cl -1.52 1.47 1.78
H 1.23 -0.16 -0.06
H -0.06 -0.79 1.02
H 0.24 2.16 0.40
H 0.77 1.38 1.94
Cl -1.90 7.61 2.00
C -2.52 5.95 1.89
C -1.62 4.98 2.56
Cl -0.06 4.85 1.75
H -2.72 5.68 0.85
H -3.48 5.97 2.41
H -2.11 4.02 2.66
H -1.41 5.34 3.57